Entry 1:
12 unconnected molecules or ions with the total composition C33H70F14N12O33S14 in a non-equilibrium geometry. Source: the Open Molecules 2025 dataset; level of theory: the ωB97M-V functional and the def2-TZVPD basis.

Structure (ORCA input):
```
! RIJCOSX wB97M-V def2-TZVPD def2/J DEFGRID3
* xyz -2 1
C 16.4947 25.2186 -0.8887
C 16.0589 26.2500 0.0332
O 16.3094 26.1942 1.2900
N 14.8246 27.0032 -0.4908
H 14.8771 27.0432 -1.4987
H 13.9183 26.6694 -0.1951
C 14.8087 28.4744 0.0267
H 16.9097 24.4155 -0.2796
H 17.2613 25.7601 -1.4430
H 15.6536 24.8583 -1.4809
H 15.7206 28.9287 -0.3609
H 14.8543 28.3863 1.1122
H 13.8909 28.9769 -0.2787
C 3.4148 10.3400 8.5382
C 4.3656 9.2562 8.0056
O 4.0486 8.0754 7.8817
N 5.7897 9.7914 7.6539
H 5.7046 10.5780 7.0261
H 6.1206 10.2483 8.4917
C 6.7812 8.6694 7.3084
H 3.2964 11.0103 7.6868
H 3.9398 10.9876 9.2405
H 2.4467 10.2240 9.0255
H 6.4911 8.3492 6.3077
H 6.6490 7.8620 8.0286
H 7.7558 9.1575 7.3195
C 14.7607 23.9340 9.0334
C 15.0720 25.0674 10.0285
C 14.5008 24.5774 11.3970
C 14.9145 25.6560 12.5388
C 16.4378 25.8002 12.7068
C 17.3183 26.0246 11.3158
N 16.6222 25.2807 10.1770
O 17.4105 24.9030 9.1186
C 18.8380 25.5271 11.4321
C 17.2754 27.5418 10.9207
C 14.4651 26.3698 9.4666
H 15.0859 22.9277 9.2975
H 15.1114 24.2471 8.0500
H 13.7075 23.8914 8.7560
H 14.9806 23.6396 11.6769
H 13.4404 24.3327 11.4578
H 14.4368 25.2859 13.4459
H 14.3423 26.5353 12.2432
H 16.7826 24.8627 13.1431
H 16.6764 26.5467 13.4644
H 19.3603 25.6366 10.4817
H 18.7886 24.4438 11.5419
H 19.2568 25.8836 12.3732
H 17.7080 28.1029 11.7490
H 16.2212 27.8137 10.8669
H 17.7239 27.6862 9.9378
H 14.4610 27.0988 10.2768
H 13.4175 26.1907 9.2244
H 14.9570 26.7362 8.5655
C 8.0491 17.5777 -6.1101
C 7.2378 16.4497 -5.7206
C 6.7773 16.0357 -7.1105
C 5.8108 14.8935 -7.0175
C 6.2270 13.7626 -6.0826
C 7.6935 13.7717 -5.5927
N 7.9782 15.2556 -5.1482
O 9.0046 15.5509 -4.3008
C 8.6814 13.4154 -6.7979
C 7.9367 12.8848 -4.3814
C 6.0471 16.7573 -4.7537
H 8.5730 17.8973 -5.2093
H 7.7170 18.4722 -6.6371
H 8.7934 17.2208 -6.8221
H 7.5455 15.7971 -7.8460
H 6.1694 16.8749 -7.4486
H 5.7711 14.3510 -7.9620
H 4.8022 15.2797 -6.8706
H 6.0275 12.7773 -6.5039
H 5.5347 13.7136 -5.2421
H 9.7222 13.6707 -6.5989
H 8.6328 13.8090 -7.8132
H 8.5496 12.3405 -6.9212
H 7.6146 13.3383 -3.4440
H 8.9711 12.6601 -4.1214
H 7.4036 11.9349 -4.4204
H 5.4905 17.6219 -5.1153
H 6.5254 17.0373 -3.8151
H 5.3952 15.9448 -4.4328
C 15.8788 13.6128 5.7728
C 15.9313 13.5882 4.1346
C 14.5693 13.2107 3.5996
C 13.3652 14.1431 3.9338
C 13.7673 15.5884 3.7927
C 15.1984 15.9824 3.0540
N 16.2326 15.0148 3.6335
O 17.5415 15.4900 3.8352
C 15.6416 17.4292 3.3271
C 15.0694 15.8648 1.5478
C 17.0386 12.5864 3.5755
H 15.3544 14.4969 6.1354
H 16.9306 13.8266 5.9630
H 15.5198 12.7035 6.2547
H 14.3295 12.1757 3.8433
H 14.6129 13.2145 2.5104
H 12.9920 14.0184 4.9503
H 12.5303 14.0022 3.2475
H 13.7259 16.0532 4.7778
H 13.0344 16.2404 3.3174
H 15.8850 17.4757 4.3886
H 14.9516 18.2592 3.1744
H 16.5488 17.8165 2.8633
H 14.1705 16.4287 1.2986
H 15.0561 14.8487 1.1533
H 15.9444 16.3334 1.0973
H 16.6675 11.6323 3.9500
H 18.0345 12.8766 3.9100
H 17.0445 12.6533 2.4876
N 8.8530 11.6079 11.6661
S 9.4136 12.9456 11.9344
O 10.7411 13.3160 11.3730
O 8.9737 13.5740 13.1452
F 8.3944 13.5027 10.8145
S 10.0274 10.8956 12.7991
O 9.8238 11.2841 14.2584
O 11.3901 10.6825 12.3234
F 9.4063 9.4248 12.7884
N 21.6580 15.9349 -3.8580
S 21.7940 16.8620 -2.5230
O 22.0303 16.1241 -1.2575
O 21.0365 18.0950 -2.3966
F 23.3031 17.4275 -2.7991
S 21.1913 14.6451 -3.2820
O 20.0033 14.6050 -2.4578
O 22.3057 13.7893 -2.8551
F 20.7616 13.9158 -4.7294
N 18.8364 19.6571 11.3199
S 19.0979 18.9754 12.8296
O 19.5310 19.9121 13.8554
O 19.4184 17.5633 12.9919
F 17.5153 18.8698 13.1824
S 19.9833 19.0328 10.7281
O 19.9007 17.7094 10.1225
O 21.2600 19.4319 11.2133
F 20.0149 19.8471 9.3006
N 14.4471 5.5673 -2.5497
S 13.9262 5.9254 -4.1276
O 14.8758 5.6459 -5.2160
O 13.0072 7.0092 -4.2799
F 12.8597 4.7067 -4.1756
S 15.2558 6.8483 -2.4592
O 14.4618 8.0415 -2.3722
O 16.6156 6.8742 -3.0496
F 15.6498 6.7364 -0.8748
N 5.2348 13.0454 3.1054
S 5.4529 14.6249 2.5167
O 4.3956 15.6194 2.5771
O 6.4988 14.7921 1.5290
F 6.2342 15.1370 3.8591
S 4.0706 12.7589 2.2653
O 4.3473 12.8514 0.8351
O 2.7989 13.2564 2.7647
F 3.9865 11.1426 2.4714
N 9.9744 25.0711 1.4204
S 9.1327 25.2989 2.6111
O 9.3298 24.4150 3.7590
O 7.8029 25.8281 2.3044
F 9.8666 26.5822 3.2088
S 9.5327 23.5337 1.1590
O 8.1154 23.3168 0.7926
O 10.2441 22.5646 1.9224
F 10.1148 23.3416 -0.3284
N 24.5452 7.3882 6.1822
S 24.4103 8.8563 6.4862
O 23.9281 9.0566 7.8450
O 24.1567 9.8758 5.4671
F 25.9876 9.0263 6.7688
S 22.9363 7.2960 5.7376
O 22.7808 7.6829 4.3579
O 21.8349 7.6097 6.6058
F 22.8136 5.7024 5.5440
*
```

***

Entry 2:
9 unconnected molecules or ions with the total composition C33H70N2O11 in a non-equilibrium geometry. Source: the Open Molecules 2025 dataset; level of theory: the ωB97M-V functional and the def2-TZVPD basis.

Structure (ORCA input):
```
! RIJCOSX wB97M-V def2-TZVPD def2/J DEFGRID3
* xyz 0 1
C 37.1830 31.9650 42.4740
N 36.7190 30.7390 43.3400
C 37.4560 29.6260 42.8370
C 37.1030 31.1600 44.7580
C 35.2210 30.7300 43.2340
C 34.6750 29.5680 44.1390
O 33.2210 29.4980 43.8530
H 38.1850 31.6990 42.2510
H 36.8630 32.8880 42.8350
H 36.6920 31.7710 41.4730
H 37.1880 28.7600 43.2910
H 38.6010 29.5450 42.7790
H 37.3530 29.5480 41.8120
H 38.1750 31.4520 44.7850
H 36.6740 30.3940 45.3650
H 36.5320 31.9390 45.1490
H 34.9520 30.2930 42.3100
H 34.6890 31.5100 43.4490
H 34.8820 29.7860 45.2280
H 35.0970 28.5490 44.0820
H 33.1720 28.8020 43.0990
N 34.6240 27.5400 42.3460
O 34.7350 28.4270 41.3970
O 35.6640 27.0160 42.7640
O 33.6670 27.5320 43.0510
C 38.0010 30.5170 38.1010
C 38.8350 31.7490 37.8520
C 38.9720 32.3380 39.2020
O 38.1050 31.6410 40.1540
C 37.1050 31.0580 39.2810
H 38.5870 29.7150 38.4050
H 37.6200 30.2820 37.2030
H 38.3070 32.4320 37.2580
H 39.8120 31.5750 37.2590
H 38.8990 33.4750 39.2440
H 39.9250 32.3280 39.6760
H 36.4570 31.7810 38.8860
H 36.4900 30.1220 39.8500
C 29.2910 26.0220 41.9100
C 30.4180 26.3530 42.8730
C 29.9820 27.5500 43.6180
O 28.6620 27.2840 43.7750
C 28.1950 26.7800 42.4410
H 29.1900 24.9570 42.1960
H 29.5840 26.3600 40.8540
H 31.3420 26.5210 42.4850
H 30.7150 25.5810 43.7620
H 30.2400 28.5440 42.9840
H 30.5920 27.8530 44.6190
H 28.2340 27.8280 42.0260
H 27.2310 26.1410 42.5500
C 37.0940 22.7130 40.9420
C 37.2980 24.1190 41.7100
C 38.6550 24.1960 41.8510
O 39.0680 22.9100 42.0840
C 38.4040 21.9750 41.2430
H 36.8010 22.7810 39.9040
H 36.1870 22.3420 41.4960
H 36.7340 24.3320 42.6000
H 36.7710 24.7810 40.9420
H 38.9970 24.8730 42.5620
H 39.0350 24.6520 40.8900
H 38.3540 20.9580 41.5850
H 38.9940 21.8740 40.1840
C 33.7910 25.1600 40.0050
C 32.2520 25.0440 39.8250
C 32.0150 24.2470 38.4770
O 33.3690 23.7680 38.2720
C 34.3400 24.6520 38.5800
H 33.8720 24.4310 40.9290
H 34.2300 26.2410 40.0840
H 31.9660 25.9990 39.8500
H 31.6660 24.4550 40.6850
H 31.7220 25.0660 37.6010
H 31.3580 23.3630 38.4810
H 34.3460 25.4750 37.7690
H 35.4070 24.2890 38.7210
C 34.7600 24.7930 44.2730
C 33.9060 23.7630 45.0790
C 34.3120 23.8560 46.4850
O 34.9880 25.1590 46.5710
C 34.8060 25.8960 45.3760
H 34.4100 25.1020 43.2640
H 35.5990 24.1420 44.2520
H 34.0150 22.7990 44.5670
H 32.8720 23.9630 45.0290
H 35.1840 23.3890 46.9120
H 33.5130 23.7760 47.1520
H 35.5500 26.5030 45.1960
H 33.7170 26.4620 45.3490
C 29.7740 30.6570 39.9080
C 30.5710 29.3880 40.0480
C 31.9330 29.8560 40.3040
O 31.9370 31.0360 39.4350
C 30.7850 31.7750 39.7240
H 29.3680 30.9540 40.8510
H 29.0800 30.5370 39.0620
H 30.4060 28.9880 38.9960
H 30.0840 28.4720 40.5300
H 32.7870 29.2010 40.1330
H 32.1430 30.2340 41.2760
H 30.3390 32.3870 38.9220
H 30.9590 32.2270 40.7350
C 38.9840 25.0520 46.0090
C 39.3880 25.3510 44.5340
C 38.6270 26.5820 44.1840
O 38.5370 27.2940 45.4560
C 38.3160 26.3280 46.4570
H 39.8870 24.7730 46.6390
H 38.1840 24.3980 46.1710
H 39.2290 24.5620 43.8680
H 40.3320 25.5490 44.5610
H 37.6510 26.2320 43.9900
H 39.0840 27.2110 43.4900
H 37.2020 26.2400 46.7380
H 38.5300 26.7610 47.4750
*
```

***

Entry 3:
A molecular structure, C33H70NO15 in a non-equilibrium geometry. Source: the Open Molecules 2025 dataset; level of theory: the ωB97M-V functional and the def2-TZVPD basis.

Structure (ORCA input):
```
! RIJCOSX wB97M-V def2-TZVPD def2/J DEFGRID3
* xyz 1 1
N 0.3253 0.4179 -0.5036
H -0.3887 1.0089 -0.2236
H 0.0783 -0.1961 -1.2846
H 0.7193 -0.1441 0.2064
H 1.0713 0.9739 -1.0146
O 0.0943 -2.6731 -0.6966
C 0.1223 -3.7091 -1.3316
O -0.7757 -4.3741 -2.0366
C -2.1237 -3.9101 -1.8946
C -3.0027 -4.9241 -2.4776
C 1.5433 -4.4241 -1.4906
H -2.3577 -2.7501 -2.3016
H -2.4397 -3.7681 -0.9496
H -2.9437 -5.7771 -1.7166
H -2.9687 -5.2561 -3.5166
H -4.1137 -4.6141 -2.4496
H 1.4863 -5.3111 -2.1126
H 1.7373 -4.4091 -0.3886
H 2.4053 -3.7431 -1.9966
O 3.2513 -1.6601 3.8204
C 2.3673 -0.8331 4.1064
O 1.3453 -1.0621 4.9034
C 1.3573 -2.1041 5.7354
C 0.1043 -2.0531 6.5314
C 2.4993 0.5089 3.2994
H 2.1413 -1.9471 6.2814
H 1.5773 -3.0111 5.1614
H -0.0897 -1.1861 7.1004
H 0.0323 -2.9821 7.0474
H -0.7507 -2.2131 5.7574
H 3.5503 0.3969 2.5504
H 2.8163 1.4469 3.9784
H 1.3543 0.6179 2.7494
O 1.7623 1.3539 0.0954
C 2.2763 2.3149 -0.5386
O 2.2833 3.5999 -0.2666
C 1.5073 4.1299 0.7924
C 1.8883 5.6289 1.0654
C 2.9633 2.1099 -1.8686
H 1.6953 3.5549 1.6644
H 0.3833 3.8809 0.6464
H 2.9373 5.4759 1.1814
H 1.3063 5.9499 1.7614
H 1.6623 5.9009 0.0584
H 3.8273 1.7829 -1.4826
H 3.1703 3.0929 -2.2876
H 2.2423 1.5569 -2.5596
O 0.4243 1.3169 2.4544
C -0.6497 0.8579 2.6964
O -1.2247 0.1759 1.7334
C -2.6107 -0.2611 1.8434
C -3.0157 -0.8981 0.5334
C -1.2837 1.0349 4.0444
H -3.3547 0.6219 2.1534
H -2.7837 -0.9211 2.7434
H -3.1567 -0.4071 -0.6006
H -4.0097 -1.3701 0.5884
H -2.3337 -1.7111 0.4004
H -1.4277 -0.0931 4.2904
H -2.0467 1.5539 3.7074
H -0.7577 1.4689 4.7974
O -0.2207 2.2719 -2.9716
C -1.0637 3.0899 -3.4586
O -1.3557 4.4149 -3.0246
C -0.6277 5.0219 -1.9846
C -0.7387 6.4619 -2.0576
C -1.8837 2.7819 -4.6696
H 0.3183 4.7209 -1.9966
H -1.0577 4.6009 -1.1436
H -1.7247 6.8329 -1.8606
H -0.3737 6.9299 -3.1536
H 0.0443 6.9489 -1.3646
H -2.4197 3.6699 -4.7406
H -2.3937 1.8839 -4.5546
H -1.1467 2.4219 -5.5766
O 1.1873 -0.9471 -2.0296
C 2.3573 -1.4201 -2.3226
O 3.1323 -2.1081 -1.5506
C 2.8363 -2.2701 -0.1586
C 3.8583 -3.3011 0.3774
C 2.8253 -1.2591 -3.7086
H 1.7613 -2.3421 0.1384
H 3.2283 -1.3261 0.3524
H 4.1833 -3.4461 1.3434
H 4.8453 -3.0991 -0.0486
H 3.6613 -4.2741 -0.1726
H 2.6333 -2.2541 -4.3426
H 3.8013 -0.8141 -3.7556
H 2.1783 -0.5541 -4.3976
C -4.1237 2.5429 0.0594
C -2.7217 2.8839 0.0794
O -1.8777 2.8029 -0.9756
C -2.1927 3.3889 1.4864
H -4.4607 1.6439 -0.6606
H -4.6377 3.3389 -0.3106
H -4.6377 2.3319 0.8674
H -2.2157 4.4419 1.4654
H -1.2547 3.3259 1.6924
H -2.8187 3.3719 2.4264
C -1.1447 -3.4571 3.4614
C 0.4513 -3.3861 3.1634
O 1.1313 -4.4861 3.4104
C 0.9913 -2.1581 2.4904
H -1.5747 -3.3001 2.5374
H -1.3037 -2.6441 3.9954
H -1.5937 -4.3181 3.8724
H 0.9543 -1.2661 3.2584
H 0.7423 -1.8541 1.4054
H 1.9433 -2.2951 2.2934
C 0.3533 -1.2761 -3.9396
C -1.1377 -0.8771 -3.9646
O -1.6717 -0.2901 -2.8516
C -1.9467 -1.1841 -5.1056
H 0.8253 -0.6261 -4.7156
H 0.4593 -2.2891 -4.2546
H 0.7313 -1.3421 -2.8266
H -1.7667 -2.0121 -5.5506
H -2.1167 -0.3531 -5.8926
H -2.9317 -1.3301 -4.5776
*
```

***

Relative energy (zero: lowest compared OMol25 entry of this formula, charge and spin), respectively: 1531.28, 181.11, 1419.79 kJ/mol.